No. 1
90
Properties=species:S:1:pos:R:3:forces:R:3 method="wB97M-V/def2-TZVPD" lumo_ev="-5.93 / -8.44" homo_ev="-12.35 / -12.38" charge=+2 gap_ev="6.42 / 3.95"
N 5.47014 -0.03869 2.01104 0.01 -0.03 0.34
C 4.97465 -0.36720 3.21220 0.22 -0.44 -0.52
C 4.63719 -1.67608 3.56500 -0.48 -0.26 -0.48
C 4.67258 -2.68771 2.58035 1.60 0.59 -0.81
C 5.35528 -2.36027 1.38038 -0.12 0.71 0.13
C 5.73567 -1.02720 1.14784 -0.28 -0.67 0.27
C 3.79767 -3.84317 2.67102 -0.42 -1.07 -0.04
Ca -0.39247 -1.32415 0.21294 0.87 2.21 -0.59
P -3.62297 1.80761 -1.95783 -3.09 -0.36 -1.03
C 3.28338 -4.52483 1.58065 0.88 -0.15 0.88
C 1.84584 -4.53419 1.31990 -1.01 -0.13 0.85
C 1.34159 -4.45360 -0.00359 -0.23 -0.15 0.00
C 0.03474 -3.94902 -0.23097 1.41 -0.57 0.01
C -0.59476 -3.49443 0.88630 -1.93 -1.64 -0.13
C -0.33970 -3.76628 2.18595 1.61 -0.77 1.04
C 0.94794 -4.31645 2.40531 -0.49 0.44 -0.41
Br -2.95431 -1.51459 0.31820 -1.01 0.19 -0.30
H 3.41491 -4.03829 3.68216 -0.81 0.80 -0.52
H 3.95431 -4.96251 0.84173 -0.12 1.15 -0.63
H 4.20794 -1.88421 4.53803 -0.03 0.04 -0.01
H 5.51082 -3.10889 0.60413 -0.09 0.20 0.16
H 4.79537 0.45303 3.90884 0.20 -0.20 -0.10
H 6.21420 -0.72655 0.20258 -0.19 -0.27 0.53
H 1.93957 -4.78741 -0.85586 -0.02 0.20 0.33
H 1.30351 -4.48840 3.42284 -0.20 0.04 -0.29
H -0.41929 -3.90238 -1.22518 0.23 0.01 0.23
H -1.02510 -3.55508 3.01198 0.23 -0.10 -0.41
P 1.04524 0.28842 -2.08970 0.11 -0.12 -0.01
C -4.84987 1.71272 -0.57870 0.97 0.09 0.83
C -6.07295 0.81055 -0.76160 -0.35 -0.60 -0.16
H -5.15491 2.74095 -0.34199 0.34 -0.24 0.00
H -4.24134 1.33381 0.26111 -0.32 0.17 -0.10
H -6.28926 0.25381 0.15888 0.19 0.32 -0.11
H -6.98066 1.38035 -1.01482 0.45 -0.13 -0.10
H -5.90128 0.04517 -1.52440 -0.16 0.17 0.43
C -3.95310 0.42181 -3.15266 1.38 -0.46 0.36
C -5.27379 0.46750 -3.91176 -0.56 0.24 -0.20
H -3.83096 -0.52144 -2.58754 -0.05 0.38 -0.18
H -3.11336 0.46590 -3.87380 -0.29 -0.04 0.29
H -5.27350 -0.30832 -4.68781 0.20 0.21 0.14
H -6.13572 0.26234 -3.27517 0.19 0.12 -0.23
H -5.44439 1.43318 -4.39642 0.09 -0.20 -0.04
C -4.01867 3.35147 -2.87893 1.41 0.27 0.07
C -5.44224 3.89198 -2.82837 -0.48 -0.04 0.13
H -3.67932 3.20424 -3.91720 -0.02 0.00 0.34
H -3.33040 4.08729 -2.42516 -0.23 0.02 -0.34
H -5.46556 4.83153 -3.39492 0.03 -0.21 0.16
H -6.17779 3.21690 -3.28008 0.21 0.10 0.13
H -5.76196 4.11355 -1.80486 0.04 0.01 -0.25
C 1.12575 2.07934 -2.59690 0.08 -0.13 0.03
C -0.20618 2.83690 -2.58968 -0.05 0.10 -0.01
H 1.56319 2.10883 -3.60735 -0.01 0.04 0.30
H 1.83238 2.58269 -1.91892 -0.28 -0.19 -0.23
H -0.03033 3.90478 -2.78365 -0.09 -0.30 0.01
H -0.89499 2.47148 -3.36075 0.13 0.00 0.01
H -0.71899 2.76081 -1.62260 0.15 -0.02 -0.05
C 0.70680 -0.54083 -3.70367 -0.18 0.30 -0.12
C 0.80815 -2.06869 -3.71456 -0.01 -0.05 -0.05
H 1.39622 -0.09894 -4.44039 -0.20 -0.16 0.13
H -0.31552 -0.23842 -3.98064 0.25 -0.07 -0.11
H 0.68133 -2.43435 -4.74243 0.02 0.04 0.31
H 1.77934 -2.43174 -3.35611 -0.17 0.13 -0.07
H 0.02169 -2.53623 -3.10600 0.12 0.12 -0.09
C 2.82311 -0.18793 -1.85484 0.05 -0.29 -0.06
C 3.69482 0.79269 -1.07271 0.17 0.06 0.22
H 3.26009 -0.40581 -2.84304 -0.12 0.17 0.23
H 2.79870 -1.15153 -1.31416 0.10 0.22 -0.23
H 4.74939 0.49403 -1.13814 -0.32 0.12 -0.01
H 3.61703 1.81785 -1.45112 0.13 -0.25 0.05
H 3.44274 0.80178 -0.00364 0.04 0.03 -0.24
C -0.90942 -0.83543 3.96680 -0.12 -0.46 0.02
N -0.16005 0.41168 3.96950 0.29 0.35 -0.71
C 0.14849 1.05967 5.22894 0.17 0.22 0.17
C 0.18903 0.88173 2.75634 -0.22 -0.53 -0.45
O -0.12609 0.16661 1.75284 0.16 0.41 0.23
N 0.80419 2.07606 2.51630 -0.32 -0.34 0.04
C 1.87774 2.59691 3.34843 0.24 0.26 0.38
C 0.84522 2.48674 1.11394 0.29 -0.17 -0.27
H -1.25845 -1.02568 4.98447 -0.03 0.03 -0.26
H -0.27665 -1.67887 3.65711 -0.07 0.29 0.16
H -1.75809 -0.78710 3.26565 0.23 0.02 0.39
H 1.22733 1.03421 5.41714 -0.24 -0.07 0.20
H -0.17142 2.10642 5.21205 -0.14 -0.25 0.17
H -0.37150 0.51256 6.01740 0.13 0.30 -0.07
H 2.72260 1.89427 3.46033 -0.30 0.20 -0.18
H 2.23152 3.49669 2.83529 0.08 -0.18 0.46
H 1.50370 2.85320 4.34298 0.35 0.20 -0.35
H 1.50473 1.83363 0.51882 -0.14 0.17 0.15
H -0.15291 2.44182 0.66201 0.24 0.12 0.22
H 1.25240 3.50538 1.06491 -0.33 -0.29 0.02

---

No. 2
8
Properties=species:S:1:pos:R:3:forces:R:3 method="wB97M-V/def2-TZVPD" lumo_ev=-0.62 homo_ev=-8.10 gap_ev=7.47
C -0.59052 1.57144 -0.45888 0.23 -1.09 1.74
C -0.14593 -0.21064 1.03626 -0.54 0.51 1.21
N -0.56578 0.96843 0.55874 0.21 0.45 -1.84
N 0.40910 -1.06391 0.22717 1.03 -1.23 -1.48
N 0.56652 -0.80622 -0.99871 -1.02 1.46 1.17
Br -0.32291 -0.56836 2.87039 -0.02 0.02 -0.09
Br 1.43787 -2.11730 -1.98089 0.25 -0.51 -0.07
H -0.78836 2.22656 -1.25408 -0.14 0.39 -0.63

---

No. 3
39
Properties=species:S:1:pos:R:3:forces:R:3 method="wB97M-V/def2-TZVPD" lumo_ev=-5.29 homo_ev=-9.82 charge=+1 gap_ev=4.53
C -3.68201 -0.01419 2.28918 0.42 0.05 0.01
C -2.98204 -1.22962 2.26918 0.06 -0.01 -0.04
C -1.59239 -1.23669 2.27826 -0.02 0.21 0.10
C -0.88222 -0.01561 2.31304 -0.23 0.02 0.14
C 0.56495 -0.01255 2.38304 1.00 -0.03 -0.20
S 1.47498 1.44840 2.34700 -0.29 -0.73 0.13
C 3.12972 0.70828 2.10140 -0.12 0.04 -0.26
C 3.13892 -0.72214 2.62117 -0.06 -0.07 0.41
S 1.47878 -1.47065 2.44545 -0.30 0.78 -0.12
C -1.59181 1.20528 2.30697 0.05 -0.22 0.08
C -2.98004 1.19950 2.30506 -0.02 -0.02 -0.04
H -4.77300 -0.01094 2.29019 0.33 -0.02 -0.02
H -3.52299 -2.17735 2.24333 0.15 0.33 0.01
H -1.03802 -2.17836 2.25987 -0.32 0.25 0.04
H 3.34961 0.75021 1.02612 -0.10 0.06 0.31
H 3.83859 1.34131 2.64766 -0.14 -0.19 -0.15
H 3.82708 -1.35734 2.05033 -0.14 0.20 0.18
H 3.39763 -0.75872 3.68832 -0.10 -0.04 -0.29
H -1.03671 2.14640 2.32303 -0.31 -0.23 0.00
H -3.51825 2.14917 2.31612 0.15 -0.33 -0.02
C 1.95741 -1.63714 6.97519 -0.05 -0.19 -0.02
C 1.37013 -0.25844 6.75842 0.13 0.78 -0.09
C -0.00896 -0.17003 6.45801 0.19 -0.57 0.12
N -0.66775 1.03716 6.27070 -0.42 0.49 -0.35
C -0.02361 2.25200 6.38174 -0.25 -0.28 -0.04
C -0.67777 3.44633 6.16021 -0.52 -0.11 -0.08
C -2.02785 3.45847 5.81567 0.18 -0.13 0.03
C -2.67948 2.22136 5.70350 0.04 -0.06 -0.01
C -2.01066 1.03546 5.92678 0.64 0.36 0.15
O 2.13185 0.73721 6.81982 0.05 -0.70 -0.08
H 1.27757 -2.29357 7.52440 0.06 0.04 -0.08
H 2.16793 -2.10754 6.00671 -0.03 0.02 0.10
H 2.89960 -1.54989 7.52087 -0.18 0.06 -0.07
H -0.62666 -1.06708 6.42154 0.08 0.43 0.02
H 1.02093 2.19246 6.65143 -0.12 -0.14 -0.01
H -0.09059 4.35481 6.28189 -0.26 -0.16 -0.06
H -2.55874 4.39414 5.64728 0.10 -0.28 0.04
H -3.73081 2.16963 5.42363 0.24 0.01 0.14
H -2.46654 0.04813 5.84788 0.11 0.39 0.03

---

No. 4
64
Properties=species:S:1:pos:R:3:forces:R:3 method="wB97M-V/def2-TZVPD" lumo_ev=-0.97 smiles="NC(=O)CCC1=C(Br)C(=O)C=CC1=O.CCOC(C)=O.CCOC(C)=O.CCOC(C)=O" homo_ev=-9.44 gap_ev=8.47
N 2.96866 -1.20388 2.82151 -0.27 0.57 0.37
C 2.34193 -0.40563 1.81861 0.39 0.05 -0.86
O 2.77508 -0.32871 0.68227 -0.28 0.01 0.65
C 1.12202 0.37274 2.25602 -0.24 -1.17 0.00
C -0.05374 0.25056 1.26422 -0.03 1.03 0.13
C -1.33538 -0.26456 1.82867 0.06 -0.28 0.05
C -1.55310 -1.43983 2.41331 0.06 -0.18 0.01
Br -0.23296 -2.77445 2.60623 -0.01 0.20 0.02
C -2.89973 -1.81297 2.96825 0.42 -0.43 0.41
O -2.99732 -2.56934 3.90767 -0.22 0.07 -0.37
C -4.03952 -1.18978 2.27504 0.10 0.26 -0.24
C -3.86091 -0.02410 1.66428 0.04 -0.52 0.01
C -2.53095 0.63006 1.71141 -0.17 0.98 0.00
O -2.41843 1.84135 1.65486 0.02 -0.77 -0.15
H 3.95382 -0.97901 2.85125 0.35 -0.27 -0.13
H 2.87367 -2.17983 2.58343 0.08 -0.22 -0.01
H 1.40901 1.40582 2.40896 0.08 0.29 -0.09
H 0.82375 -0.03516 3.21040 -0.02 0.08 0.36
H 0.20412 -0.30249 0.36900 0.22 -0.35 -0.09
H -0.28131 1.25797 0.93628 -0.04 0.18 -0.25
H -4.98759 -1.69645 2.25721 -0.22 -0.14 0.29
H -4.67070 0.43507 1.13233 -0.12 0.58 0.01
C -7.98311 0.92681 -2.97085 -0.06 0.08 0.11
C -6.97821 0.11388 -2.18216 -0.13 -0.02 -0.21
O -6.55255 0.79598 -0.99892 0.32 -0.08 -0.03
C -7.21762 0.73351 0.16724 -0.38 0.11 0.02
C -8.60477 0.13779 0.20464 0.10 -0.37 0.01
O -6.70867 1.21281 1.14331 0.02 -0.02 0.03
H -8.90011 1.09131 -2.40499 -0.02 -0.06 -0.01
H -8.23922 0.41611 -3.89907 0.01 -0.01 -0.01
H -7.56784 1.90487 -3.21192 0.04 -0.02 -0.04
H -7.34968 -0.88270 -1.94017 -0.03 0.02 0.03
H -6.07155 -0.02288 -2.76842 0.07 0.04 0.07
H -9.33060 0.93825 0.06988 -0.01 0.02 -0.02
H -8.75478 -0.30929 1.18378 0.00 0.15 0.07
H -8.77877 -0.63412 -0.54121 -0.05 0.12 -0.07
C 6.55481 -4.53526 -0.37058 0.09 0.03 0.11
C 5.55238 -3.43198 -0.10143 0.07 -0.13 -0.21
O 5.57843 -3.00988 1.26380 -0.26 -0.01 0.08
C 6.42695 -2.07794 1.72980 0.24 -0.04 -0.13
C 7.58980 -1.63383 0.87501 -0.18 0.24 -0.21
O 6.26691 -1.66431 2.84467 -0.12 0.11 0.16
H 7.57842 -4.19716 -0.20841 0.00 0.03 -0.06
H 6.46746 -4.88454 -1.39950 -0.02 0.00 -0.01
H 6.37811 -5.37534 0.30068 -0.05 -0.02 -0.03
H 5.68196 -2.58028 -0.76979 0.03 0.01 0.03
H 4.54171 -3.80280 -0.26103 -0.04 0.04 0.09
H 8.45610 -2.24680 1.11956 0.01 -0.02 0.00
H 7.81239 -0.59867 1.11943 0.05 -0.04 0.15
H 7.40177 -1.68738 -0.19458 0.05 -0.13 0.02
C 2.03115 3.91436 -4.02228 -0.11 -0.03 0.05
C 3.05808 3.98743 -2.91103 -0.01 -0.05 -0.21
O 2.47108 4.36600 -1.66722 0.18 0.22 0.09
C 1.91055 3.47839 -0.82135 -0.21 -0.22 -0.05
C 1.65147 2.06589 -1.28344 0.31 -0.02 -0.09
O 1.57986 3.85292 0.26855 0.00 0.08 0.12
H 1.28320 3.14601 -3.82654 0.04 -0.05 -0.02
H 2.51468 3.68967 -4.97349 0.01 0.01 0.00
H 1.50724 4.86572 -4.11153 0.05 0.03 -0.02
H 3.61958 3.05799 -2.80629 -0.04 -0.02 0.01
H 3.78318 4.76953 -3.13002 -0.01 0.05 0.08
H 0.63718 2.00788 -1.67901 0.00 0.02 -0.02
H 1.74011 1.41350 -0.42527 -0.06 -0.06 0.09
H 2.35246 1.70124 -2.03102 -0.11 0.06 -0.09

---

No. 5
33
Properties=species:S:1:pos:R:3:forces:R:3 method="wB97M-V/def2-TZVPD" lumo_ev=5.24 homo_ev=-0.46 charge=-2 gap_ev=5.71
C 0.40528 1.49727 0.17627 -0.79 0.08 0.71
C 0.65078 1.68750 1.67423 1.08 0.07 0.25
S 2.16755 2.66428 2.03443 -0.02 0.06 -0.04
N -0.68186 0.52177 0.00858 0.37 0.67 -0.56
C -1.49844 0.51566 -1.11654 -0.20 -0.55 0.62
O -1.38059 1.39092 -1.98776 0.08 0.08 -0.06
O -2.40846 -0.40772 -1.11008 0.01 -0.11 -0.11
H 0.09571 2.44559 -0.27760 0.10 -0.25 0.07
H 1.32136 1.17319 -0.30272 0.30 -0.07 -0.14
H 0.82695 0.70822 2.15432 -0.38 0.09 -0.23
H -0.18121 2.18073 2.18495 -0.26 -0.19 -0.27
H -0.50307 -0.35915 0.46494 -0.34 -0.07 -0.06
H -2.44859 -0.66727 2.58086 0.34 0.07 0.10
H -1.31415 -0.12700 3.49831 0.11 0.14 -0.17
O -1.77698 -0.93153 3.25571 -0.16 -0.39 0.08
H 1.95282 -1.97992 0.09202 0.46 0.15 -0.07
H 3.02776 -0.86615 0.24469 -0.13 -0.17 -0.24
O 2.81446 -1.65875 -0.27380 -0.31 0.06 0.53
H 0.26318 1.46991 -2.69119 0.04 -0.02 -0.28
H 0.52381 0.86016 -4.06558 0.06 0.18 0.26
O 0.97748 1.35232 -3.36663 -0.13 -0.21 -0.11
H 0.19532 -2.33817 1.70389 0.29 -0.13 -0.45
H -0.29381 -2.82882 0.33075 0.21 0.04 0.00
O 0.53346 -2.69751 0.86042 -0.57 0.13 0.60
H 2.69091 -1.35669 -2.02400 0.28 0.15 -0.59
H 2.24651 -0.32467 -3.06308 0.10 0.01 -0.02
O 2.79125 -1.12469 -2.98026 -0.31 0.01 0.41
H -2.02629 -1.96462 -0.76797 0.08 -0.22 0.11
H -2.43471 -2.98786 0.31925 -0.22 -0.02 0.24
O -1.83898 -2.90151 -0.42428 0.01 0.34 -0.39
H -3.17586 -0.28969 0.40634 0.00 0.16 0.51
H -3.13873 0.88328 1.36165 0.05 -0.01 0.09
O -3.45641 -0.02767 1.34586 -0.16 -0.06 -0.79

---

No. 6
15
Properties=species:S:1:pos:R:3:forces:R:3 method="wB97M-V/def2-TZVPD" lumo_ev=0.56 smiles="CC(=O)c1ccc[nH]1" homo_ev=-8.79 gap_ev=9.34
C 2.24132 0.37748 0.86867 -9.72 2.73 1.82
C 1.46352 -0.05998 -0.42533 -0.97 0.73 4.61
O 2.04026 -0.41034 -1.37385 2.12 -1.07 -3.51
C 0.00126 -0.17391 -0.33249 0.58 -0.83 -2.95
C -0.81333 -0.87389 -1.26541 0.12 -0.18 0.42
C -2.14724 -0.57485 -0.70712 -1.44 -3.04 -4.69
C -2.06565 0.24228 0.33625 7.73 -3.84 -8.87
N -0.78871 0.50227 0.50107 1.96 3.62 5.39
H 1.95177 1.57112 0.95741 0.83 -2.76 -0.03
H 3.18976 0.32801 0.69687 5.83 -0.84 -0.31
H 1.64294 -0.11491 1.82863 2.33 1.04 -2.37
H -0.39185 -1.57095 -2.22045 -1.55 2.31 3.16
H -3.11945 -0.91429 -1.18618 1.44 0.30 0.87
H -2.62731 0.48765 0.95439 -9.55 4.26 9.46
H -0.57728 1.18430 1.36755 0.29 -2.41 -3.00

---

No. 7
12
Properties=species:S:1:pos:R:3:forces:R:3 method="wB97M-V/def2-TZVPD" lumo_ev=-0.09 homo_ev=-7.97 gap_ev=7.88
B 0.96475 -0.96397 0.40144 -3.19 2.35 -1.24
C -0.99745 1.29644 -0.60608 2.48 -0.71 -0.61
C -0.98435 0.41777 0.56674 3.18 -2.60 0.68
O 0.92636 -1.64156 -0.79646 -0.87 1.12 1.65
O 1.92757 -0.60977 1.28544 -0.04 -1.04 -0.94
Cl -2.35312 -0.66431 0.66725 -0.52 -0.06 0.25
H -1.72782 2.02996 -0.55300 -1.16 2.02 0.55
H -1.28313 0.79291 -1.51017 0.45 -0.66 -0.56
H 0.07353 1.66523 -0.64707 -1.44 0.22 -0.47
H -0.78272 0.96278 1.48816 -0.33 -0.35 0.07
H 1.51899 -2.23257 -1.23611 0.90 -0.46 0.09
H 2.71738 -1.05292 0.93987 0.56 0.16 0.53

---

No. 8
47
Properties=species:S:1:pos:R:3:forces:R:3 method="wB97M-V/def2-TZVPD" lumo_ev=0.32 homo_ev=-7.40 gap_ev=7.72
C 0.44479 4.81683 2.61027 5.25 -2.08 -5.69
C 0.54505 3.33832 2.10043 0.85 3.15 1.55
H 1.02151 3.16770 1.10146 -0.51 0.43 0.96
C -0.81905 2.78279 2.19866 3.60 1.32 7.40
N -0.81524 1.56565 1.72890 1.26 -8.50 7.68
C -0.96357 1.14323 0.59686 -1.66 -0.52 -7.56
N -1.10611 -0.18365 0.34160 2.64 2.14 -7.16
C -0.77731 -0.77302 -1.09832 -3.55 -0.05 1.95
C -1.52617 -1.92490 -1.29236 3.21 2.68 -5.02
C -1.61973 -2.58943 -2.57380 -0.97 -2.16 4.82
C -0.68070 -2.22703 -3.43653 0.04 3.85 -1.37
C 0.12016 -0.92848 -3.24012 -1.06 -2.58 -4.39
C -0.10426 -0.14684 -2.20032 -3.45 -5.70 2.29
H 0.53844 0.46564 -1.88756 4.56 6.15 1.38
H 0.66914 -0.49631 -4.15573 -0.65 -1.18 1.56
O -0.78176 -2.62629 -4.68157 0.96 -0.33 -3.94
C -1.59064 -3.69355 -5.16612 10.63 -4.12 4.06
C -1.23153 -4.10788 -6.51090 6.42 -1.07 1.29
H -0.00114 -4.43995 -6.77743 -3.36 1.53 1.39
H -1.47110 -3.37377 -7.11985 -0.88 3.61 -3.39
H -1.63632 -4.94727 -6.86392 -2.38 -3.35 -0.80
H -1.20301 -4.69403 -4.26021 -1.19 2.24 -2.65
H -2.49055 -3.67584 -4.92996 -8.39 1.06 1.73
H -2.26808 -3.58055 -2.51606 1.45 2.37 -0.89
H -1.96036 -2.40762 -0.58071 -3.01 -2.30 4.74
H -1.26648 -0.94524 0.85885 -0.63 -2.48 3.30
S -1.09582 2.39130 -0.66425 0.04 -1.37 0.59
C -0.37096 0.30288 2.91277 -10.18 4.78 1.64
C 0.92216 0.28689 3.23515 5.83 -0.28 -6.23
C 1.46608 0.39229 4.39017 6.54 -0.61 3.68
C 3.01491 0.19763 4.59293 -4.24 1.35 0.78
C 3.83706 0.07145 3.48718 -0.19 -1.36 1.83
C 3.21273 -0.21439 2.25526 -1.99 1.55 -1.70
C 1.79791 0.09481 2.03199 3.97 -1.83 3.74
H 1.41306 -0.06850 1.07542 -0.77 -0.12 -1.24
H 3.93769 -0.57097 1.45983 -1.44 0.70 0.57
H 4.93860 -0.06920 3.58070 -1.03 0.19 0.02
H 3.13212 0.25279 5.72592 1.15 -0.01 -1.91
H 0.92486 0.60544 5.26579 -0.74 0.06 1.01
H -0.89020 -0.63121 2.88564 -0.09 -0.67 -1.48
H -1.12505 0.74246 3.83416 2.32 -0.77 -2.10
H -1.56115 3.23091 1.83059 -5.21 4.51 -3.93
H -1.24722 2.91263 3.35887 1.46 -1.04 -2.24
H 1.16019 2.99385 2.93338 0.17 -1.13 -0.55
H 0.00560 5.45498 1.98325 -2.89 2.03 -3.01
H 0.04827 4.97689 3.46106 -2.57 0.44 6.40
H 1.39699 5.34322 2.50907 0.67 -0.54 0.87

---

Computed max |F|, in the same sequence as the records: 3.3 2.2 1.0 1.2 1.1 14.1 4.2 12.1 eV Å⁻¹.